Record 1
C2H2N2O3 | ωB97M-V/def2-TZVPD

```
! RIJCOSX wB97M-V def2-TZVPD def2/J DEFGRID3
* xyz 0 1
N -1.27144 0.78174 -0.58336
H 1.11059 -0.85605 0.26682
C -1.00278 -0.20173 -0.01492
C 2.91868 -0.46145 -0.14880
O 4.52311 1.17792 -0.53188
H -2.01759 1.34153 -1.01422
N 3.60576 0.43031 -0.39805
O -0.57198 -1.13516 0.49189
O 2.00776 -1.34800 0.09819
*
```

Computed properties:
**Frontier orbital gap**: 8.773 eV
**Energy relative to the best compared isomer or geometry (same formula, charge and spin)**: 92.5 kcal per mole
**HOMO level**: -8.66 eV
**SMILES**: [O-][N+]#CO.N=C=O

Record 2
C22H45NO12S4 | ωB97M-V/def2-TZVPD

```
! RIJCOSX wB97M-V def2-TZVPD def2/J DEFGRID3
* xyz 0 1
H 3.28798 -2.63077 -7.29209
H 4.95786 -1.69017 4.83605
H 1.22913 -1.08715 7.08338
S -1.86297 0.10977 1.54541
O -2.24397 2.57542 2.38646
H 3.83050 -3.06401 4.62081
H -0.89795 -1.58391 -4.36361
H 0.68971 0.22871 4.06852
C -0.33883 -3.72240 -3.19065
C 4.26230 -2.57995 6.70212
C -2.53665 -0.33224 3.13488
S 2.68164 -1.07515 5.18899
C -3.93031 3.97016 3.84161
O -3.93609 -1.05673 -4.86002
H -0.05727 1.63771 1.84345
H -0.01131 0.91490 -4.08132
O -4.67422 -0.86122 -2.53260
O -1.71074 -1.09700 0.76012
C -3.73234 -0.50234 -3.63307
H 1.39326 0.28475 -2.99499
C 3.65647 0.38870 -8.74015
H -3.08218 0.53451 3.51983
H -2.42261 -2.85922 -2.85661
H -2.41072 -4.67868 -3.61815
H 1.01035 -1.61539 -4.51624
H -2.42033 0.90972 -1.27395
O 3.31654 0.21299 -5.47593
H -1.67220 5.89162 2.13728
H 4.66209 -1.60478 -6.77839
H -0.74337 4.62277 2.99287
H -2.86749 6.50977 4.06715
H -4.32854 2.98485 4.08976
H -2.32451 3.75086 5.26766
S -2.90217 3.86495 2.38989
C 2.89743 -2.48028 7.38167
O 1.33007 -1.15078 -6.27365
C -1.94388 -3.93135 -2.81465
H 3.54558 0.79243 -9.75076
O 0.16965 -2.42777 -2.65678
C -3.00898 4.53136 4.91443
O 1.60465 -1.71095 4.45962
H -3.57328 4.90156 5.77533
O 3.15173 0.25857 4.87173
H -0.90106 -1.61347 3.72106
S 2.59399 -0.48514 -6.51836
C 0.23253 0.12529 -3.22433
C -0.30034 0.46081 3.66376
H -0.12151 -3.84822 -4.35278
H -3.20997 -1.18483 3.03143
H -4.74813 4.66325 3.62291
H 2.80982 -0.31207 7.41755
C 3.87693 -1.12319 -8.75430
H 0.49187 -0.06016 1.70069
H -2.16773 -0.93285 -1.66865
H 1.50647 0.31067 -8.45465
H -2.06274 -4.33407 -1.70952
H -1.56419 -0.65283 5.05473
H 0.22816 -4.59400 -2.61756
C 0.11619 -1.44543 -3.75220
H -0.62644 1.40603 4.11448
H 4.51475 0.88307 -8.26963
H 2.30000 1.64368 -7.55777
H -1.37818 5.98271 4.85748
C 4.07403 -2.19349 5.23608
O -2.56664 1.27509 1.04809
C 3.71259 -1.62407 -7.32037
C -1.71971 5.10529 2.89488
H 4.86188 -1.38481 -9.15345
C -2.21355 5.64557 4.23588
C -0.25417 0.60539 2.14355
H 3.12519 -1.59534 -9.39842
H -2.82661 1.44038 -3.53004
C 2.40356 0.61503 -7.90725
H 4.95991 -1.88208 7.18092
H 4.68785 -3.58410 6.79421
O -3.65153 4.35624 1.25079
C -1.31487 -0.63419 3.98977
C -1.91843 0.16316 -2.05905
C 2.30757 -1.15271 6.92958
N -2.51896 0.42708 -3.42132
H 2.25830 -3.30753 7.05058
H -5.55373 -1.14819 -2.95719
O -0.46858 0.38280 -1.95807
H 2.98137 -2.53256 8.47110
*
```

Computed properties:
**Frontier orbital gap**: 8.712 eV
**HOMO level**: -8.19 eV
**SMILES**: CCOCCOCNC(=O)O.O=S1(=O)CCCC1.O=S1(=O)CCCC1.O=S1(=O)CCCC1.O=S1(=O)CCCC1

Record 3
C11H23CaFNO2P2 | ωB97M-V/def2-TZVPD

```
! RIJCOSX wB97M-V def2-TZVPD def2/J DEFGRID3
* xyz 1 1
O 0.17936 -1.88238 1.40359
N 0.14301 0.92487 -0.36167
F -0.24152 1.93491 3.10805
P 2.75105 -0.89007 0.58764
H -4.13111 1.48055 2.46185
C 2.59911 0.83413 0.05751
H 4.79765 -0.92338 1.88418
H -2.84628 2.52567 1.72001
H 2.61453 2.07933 -2.37201
H -2.48392 -0.36308 -1.17429
H -4.90852 -0.57854 0.53070
H -1.07511 -2.09965 -2.28476
H -3.62939 -1.77486 0.13895
H 3.47049 -1.77973 2.76256
H 2.61870 1.51677 0.91702
O -1.49970 -2.60241 -1.53553
H 3.67791 -2.85775 -0.25276
H 3.49568 1.03979 -0.55438
H -1.00152 -2.23478 -0.74744
C -0.78447 1.77946 -2.38126
C 1.58285 1.84678 -2.05000
C -0.94527 1.14668 -1.15041
C 3.50253 -1.87320 -0.66202
C 1.39214 1.20522 -0.83258
C 3.71907 -0.89440 2.14286
H 2.78972 -1.96082 -1.46503
C -3.60714 1.74194 1.51777
H -0.25511 -2.79692 1.30949
Ca -0.16853 0.22367 2.10034
H 0.58758 2.66425 -3.83619
C 0.47900 2.15548 -2.86166
H -1.71160 1.99747 -2.94245
H -3.12357 1.21103 -1.26266
H 3.51872 0.02130 2.73277
C -3.96802 -1.02061 0.84435
P -2.66251 0.21517 1.03261
H 4.43731 -1.47250 -1.05147
H -4.32418 2.04458 0.71644
C -2.33589 0.65490 -0.72723
H 1.43315 -1.76096 0.70906
H -4.08619 -1.47794 1.82807
*
```

Computed properties:
**Frontier orbital gap**: 9.543 eV
**Energy relative to the best compared isomer or geometry (same formula, charge and spin)**: 8.0 kcal per mole
**HOMO level**: -12.47 eV

Record 4
C19H25N5O3S | ωB97M-V/def2-TZVPD

```
! RIJCOSX wB97M-V def2-TZVPD def2/J DEFGRID3
* xyz 0 1
C -0.83529 2.71630 -0.79484
H -5.63611 -1.38968 2.25871
C 1.11745 2.46448 1.68221
H 0.04917 2.42460 1.91332
H 0.35539 -0.92828 -0.57864
H 1.50418 4.23138 2.83899
H -3.74944 -2.87043 -1.27705
H -0.16697 -4.19433 0.75608
C -4.79711 -2.24723 0.48418
C 1.87855 -3.60892 0.32880
H -2.27555 -0.93002 -1.32435
C -4.07096 -0.17973 1.45232
H 4.19113 -0.47219 -1.06213
C -4.90568 -1.28055 1.47094
C 2.38786 1.25885 -0.11168
O -0.15684 -2.90930 -0.79126
C 0.38367 -3.30397 0.45012
N 1.09286 1.52162 -1.78900
C 0.53116 2.10877 -0.76755
H -4.12856 0.57652 2.22069
C 0.50718 -1.76792 -1.27494
C -3.02474 -1.00098 -0.54991
H -2.07907 3.86268 -2.12729
H 0.22892 -2.50753 1.19425
C 4.30394 -0.68169 -0.00388
C -3.85182 -2.10922 -0.51861
H -0.38257 4.36462 -2.10108
H 2.46001 -1.08585 -1.81164
C 2.01144 -2.00971 -1.45163
N 2.26136 0.99839 -1.38824
H 1.65174 1.79338 2.36075
S 3.70002 0.77490 0.91897
H -5.44266 -3.11283 0.50155
C 3.59840 -1.92466 0.51926
H -0.97926 3.34751 0.08831
H 2.72790 3.90027 1.60812
H 2.02476 -4.44579 -0.36364
C -1.05227 3.50964 -2.07609
H 2.15963 -2.80668 -2.19090
H -2.01447 1.14028 -1.54872
O -1.93834 1.70243 1.54774
N 2.57052 -2.44076 -0.18980
H 1.15541 4.55993 1.13850
N -1.81190 1.64173 -0.69900
C -3.13256 -0.02381 0.43519
C -2.24210 1.16756 0.49367
H 0.05937 -1.52184 -2.23863
C 1.66141 3.88219 1.82298
H 2.30566 -3.85646 1.30091
O 3.96112 -2.42090 1.56972
H -0.83630 2.88089 -2.93586
H 5.35713 -0.76190 0.26513
N 1.31326 1.96426 0.34497
*
```

Computed properties:
**Frontier orbital gap**: 9.246 eV
**Energy relative to the best compared isomer or geometry (same formula, charge and spin)**: 10.6 kcal per mole
**HOMO level**: -8.61 eV
**SMILES**: CCn1c(SCC(=O)N2CCOCC2)nnc1[C@@H](C)NC(=O)c1ccccc1

Record 5
C3H5NO2 | ωB97M-V/def2-TZVPD

```
! RIJCOSX wB97M-V def2-TZVPD def2/J DEFGRID3
* xyz 0 1
H -0.86184 -2.05412 1.34004
H 1.57431 0.77758 -0.90509
H -0.93742 -2.16339 -0.97020
C -0.51132 -1.34375 -0.38330
C 0.26691 1.20121 0.75325
C 0.49403 0.81851 -0.71551
O -0.54432 2.04147 1.05804
H 0.96671 0.77204 1.48692
N -0.43342 -1.25942 0.87585
O -0.06498 -0.40392 -1.21803
H 0.05134 1.61379 -1.32197
*
```

Computed properties:
**Frontier orbital gap**: 10.641 eV
**Energy relative to the best compared isomer or geometry (same formula, charge and spin)**: 42.6 kcal per mole
**HOMO level**: -9.80 eV
**SMILES**: [H]/N=C/OCC=O